(1)
66
Properties=species:S:1:pos:R:3:forces:R:3 method="wB97M-V/def2-TZVPD" fmax_ev_per_a=3.09 spin_multiplicity=1 smiles="COC(=O)OC.COC(=O)OC.COC(=O)OC.ClCCl.ClCCl.ClCCl.ClCCl.ClCCl.ClCCl" lumo_energy_ha=0.00198 gap_ev=10.71 homo_ev=-10.6605 relative_energy_kj_mol=288.4
H -1.81345 6.32333 -3.57907 0.4 -0.1 -0.1
H 1.66451 -0.18870 -4.65140 0.4 0.0 0.2
O -3.05241 8.38838 -0.30122 0.8 0.7 -2.8
H 1.56498 -9.25349 1.73804 0.3 -0.2 -0.2
H -4.42522 8.31057 1.20672 0.0 -0.1 -0.1
Cl -4.88307 -3.85749 7.38886 -0.6 -1.0 0.3
C -3.37670 8.53872 1.01527 -0.1 -1.4 2.7
H -1.01871 -6.29827 -1.61160 0.1 -0.2 0.5
O -2.06401 7.64634 -2.08864 -0.8 0.9 1.7
H 0.75828 -10.82025 1.95402 -1.1 0.5 0.0
H -0.02558 -7.18981 -2.73492 -0.1 -0.4 0.0
Cl -2.18659 -1.29968 0.60326 0.5 0.7 0.2
O 0.03884 -9.58087 0.39134 -0.6 -0.5 0.3
H 3.97193 5.44162 -0.08155 -0.3 -0.6 0.2
Cl 4.03905 -0.26407 -4.71328 1.1 0.4 0.8
H 1.03061 5.30759 4.43791 -0.5 -0.5 0.6
C 0.07791 5.80509 4.25640 0.1 0.7 0.4
H -1.11728 0.29962 2.03807 0.2 -0.3 -0.3
H -3.04518 -2.68702 7.84391 0.8 -0.1 -0.6
C 6.57145 4.06096 -4.72292 -2.1 -0.2 -0.7
H -0.69308 6.10406 -2.18844 -0.1 -0.1 -0.1
H -3.15528 9.49593 1.48731 0.1 0.5 -1.0
C -1.19565 6.82443 -2.83387 0.1 -0.6 0.2
C 4.83900 4.41714 -3.00911 -0.7 0.9 -2.5
O 3.91529 4.57662 -3.79647 1.2 -0.5 0.8
Cl -0.08393 7.14271 5.48336 0.1 -0.7 -0.7
H 3.39173 6.18849 -1.48862 -0.8 -0.3 -0.4
H -6.93117 -5.50577 1.07408 -0.6 -0.1 -0.5
C -2.46745 7.30024 -0.83810 -0.1 -0.9 0.3
C 3.59190 5.20038 -1.07427 1.2 0.4 -0.5
H 2.80981 4.44173 -1.10385 -0.1 0.5 0.0
Cl 2.23065 0.27857 -6.83027 -0.3 -0.1 -0.6
H -1.66639 1.04132 0.50203 -0.3 -0.3 0.2
H 7.61901 3.83682 -4.92416 0.1 0.4 1.3
Cl -7.83259 -6.64732 -0.94608 1.0 0.5 1.1
H 0.25572 6.27603 3.28960 -0.9 0.0 0.0
Cl 0.40209 0.12763 0.17482 -0.1 -0.3 0.4
C 1.08057 -10.08138 1.22031 0.9 -0.3 -0.1
H 6.05745 3.29730 -5.30663 -0.3 -0.2 0.3
O 1.40207 -8.13504 -0.74981 -1.5 -0.9 0.4
H 3.00014 -4.83240 3.44805 -0.3 0.2 0.5
Cl -1.37478 4.73784 4.31360 1.2 0.6 -0.3
C -3.33208 -3.18754 6.91910 -1.2 0.9 0.0
Cl -6.07595 -7.65653 1.30419 -0.3 0.4 -0.6
O 4.77893 4.70487 -1.73142 1.1 -0.6 1.0
O 6.11269 4.04222 -3.33693 0.3 0.1 0.3
Cl -3.77590 -1.92820 5.69890 1.0 -0.3 0.1
H -1.82007 -7.33434 -2.73847 0.1 -0.7 0.2
H -5.67832 -5.82428 -0.10722 -0.4 -0.2 -0.4
C -1.19586 0.17054 0.95860 -0.3 0.1 -0.5
O -0.86680 -8.38599 -1.16014 0.8 0.7 -0.4
H 1.74918 -10.70405 0.62587 0.5 0.6 -0.2
C -0.92446 -7.25675 -2.12205 0.6 -0.3 0.8
C 2.03504 -4.38060 3.21881 -0.5 -0.3 -0.7
H 2.00904 -4.22903 2.13971 -0.4 -0.5 0.1
H 6.24722 4.98260 -5.20619 0.4 0.2 0.2
Cl 0.68508 -5.49610 3.74465 1.0 0.7 -0.4
C -6.59537 -6.22374 0.32583 0.3 -0.5 0.3
H -0.43783 7.47294 -3.27346 -0.2 0.0 -0.2
Cl 1.83765 -2.75271 3.85899 0.2 -0.1 0.4
O -2.37600 6.20271 -0.31358 0.2 1.6 -0.7
C 0.32833 -8.67054 -0.52289 -0.1 1.7 -1.1
C 2.45156 -0.55955 -5.30800 -0.8 -0.5 0.1
H 2.39003 -1.64505 -5.38557 -0.4 0.2 -0.5
H -2.76328 7.85834 1.60594 -0.2 -0.4 0.2
H -2.68752 -3.96708 6.51295 0.0 0.4 0.1

(2)
53
Properties=species:S:1:pos:R:3:forces:R:3 method="wB97M-V/def2-TZVPD" fmax_ev_per_a=12.99 spin_multiplicity=1 lumo_energy_ha=-0.23563 total_charge=+2 gap_ev=7.93 homo_ev=-14.3385 relative_energy_kj_mol=166.3
C -2.38353 -0.40187 2.18221 -3.1 2.6 1.3
H 1.98047 -2.75387 1.85821 -0.2 0.1 -0.7
H 0.00347 -1.80987 -0.18779 -0.8 -0.5 -0.4
C 2.02847 -3.69287 1.27321 -5.7 7.1 -4.0
O 2.65547 2.45813 -1.48579 0.8 -1.0 0.7
H -0.84253 5.81813 -1.28579 0.3 0.4 -0.7
H -1.86053 0.99513 -1.40579 0.9 1.9 -0.2
H -0.66953 -0.80987 1.27821 1.1 -0.1 -1.6
C 1.51147 2.40813 0.56021 -1.9 0.2 -3.8
H 2.94047 -1.34087 -1.74779 1.0 -0.4 0.8
H 2.91747 -3.94887 1.35321 8.1 -3.0 0.0
H 1.38447 -4.24587 1.72221 -3.8 -4.2 3.2
H -2.89553 -1.26187 0.11921 -0.8 1.7 1.9
C 2.96247 -0.26387 -1.77579 2.2 -1.3 4.1
H -0.04653 0.21213 3.37621 -0.4 -2.8 0.3
C -0.48653 2.54913 -2.10879 1.8 2.9 -1.5
O -2.68153 0.38313 3.06221 2.1 -2.5 -1.8
C -0.14053 -0.98187 3.32221 1.1 2.6 1.4
H -0.72653 0.28413 -0.33479 0.4 -0.8 -0.3
H 0.94647 -1.33787 3.28121 -1.7 0.1 -0.9
H 1.43847 -0.03687 -0.41179 -1.9 -0.1 -0.2
H 1.42747 3.43713 0.29121 -1.2 0.7 -0.6
H 0.02447 -2.53787 -2.36879 -1.3 -1.5 0.5
H 3.80147 0.22513 -2.16879 1.5 0.4 0.1
C -0.18553 3.94613 -2.22479 -2.6 -1.0 1.8
C -2.26853 2.98813 -0.58779 -1.1 -1.2 0.4
N 2.37047 0.34013 -0.53679 -1.8 1.8 -8.6
N -1.05453 -1.23087 2.14721 -1.1 1.0 3.2
H -0.52053 -1.42187 4.29021 -0.1 0.8 -1.2
H -3.05053 2.56713 0.07921 0.4 0.4 -0.6
H -0.15053 -4.20087 -1.93879 5.1 -11.4 -3.6
H -3.77953 0.27313 0.47521 0.6 1.4 0.2
C -2.07453 4.36113 -0.62679 2.7 -4.9 -2.3
O -0.12453 -0.42787 -0.01279 0.5 -0.7 -0.1
C -3.36053 -0.56187 0.99221 5.4 -1.7 -3.2
N 0.01747 -3.10187 -0.34279 0.5 0.3 2.0
C 2.28547 1.84213 -0.53279 -1.8 1.2 -4.0
H -4.19653 -1.05787 1.19421 -3.4 -2.4 1.9
H -1.28653 -2.20087 2.10821 -0.4 -0.8 -0.4
C -1.48353 2.09313 -1.40079 -5.0 -0.8 4.0
H 0.47547 4.35313 -2.96179 0.6 0.1 0.2
C -1.01853 4.76213 -1.41879 1.6 1.2 -1.0
H 2.25147 -0.13887 -2.40279 -4.8 1.5 -4.6
C 1.47047 -3.56487 -0.18879 4.2 -1.4 -1.3
H 0.63247 1.88013 0.78521 -0.8 -0.5 1.0
H -0.65853 -3.56887 0.38921 2.0 1.0 -1.8
H -0.00553 1.75613 -2.52179 2.1 -1.5 -2.2
O 2.21447 -3.86987 -1.15779 -4.2 1.8 3.5
H -1.59353 -3.80387 -1.73479 2.7 2.7 -0.1
H 2.66147 0.27513 0.28221 5.0 -2.3 9.2
F -2.74153 5.17813 0.04421 -2.1 2.5 2.1
C -0.38953 -3.37887 -1.71679 -7.0 10.0 2.0
H 2.27447 2.56713 1.12221 4.3 0.3 5.9

(3)
57
Properties=species:S:1:pos:R:3:forces:R:3 method="wB97M-V/def2-TZVPD" fmax_ev_per_a=2.81 spin_multiplicity=1 lumo_energy_ha=-0.00606 gap_ev=8.01 homo_ev=-8.1800
H -3.70357 7.29379 -0.37559 0.2 0.0 0.0
H 3.64388 -3.83611 5.73969 0.0 -0.3 0.0
H 5.56711 2.90561 3.35459 0.0 -0.3 0.0
O -3.29611 7.23825 -2.41388 0.0 -0.2 -0.1
H -2.77097 3.93873 -4.97526 -0.1 0.3 0.1
H -3.56540 8.85477 -1.19883 0.0 -0.1 -0.2
H 4.92695 2.83881 1.70571 -0.2 0.0 0.1
C -1.21278 -1.75819 -3.85232 -0.2 0.2 -1.6
O 2.65122 -5.56183 5.28559 -0.1 -0.2 -0.1
H -2.34586 -1.71018 -3.77392 1.5 -0.1 0.1
H -2.75436 1.07399 -2.60141 0.1 -0.5 -0.1
H 0.52321 -0.39838 -3.73727 -1.2 0.3 -0.2
H 3.00590 -3.89750 4.09068 -0.2 0.0 0.1
Si -1.30529 0.83553 -2.40998 0.6 0.4 0.4
H -0.67679 2.16315 -2.61592 0.1 -0.1 0.0
H -1.35991 1.87011 1.15202 0.0 0.2 -1.9
C -0.87386 0.31998 -0.62607 -0.5 -0.2 2.8
C 1.63773 -6.08581 4.58523 0.2 -0.1 0.2
H -0.40753 -7.73167 4.44123 0.1 0.1 -0.1
O -3.02087 5.53400 -3.72366 0.0 0.2 0.2
H -1.12485 -0.74637 -0.35456 0.4 0.9 -0.6
O 3.54950 -0.67299 2.44640 0.1 0.2 0.0
C -3.19787 1.21026 0.19367 1.8 0.2 0.3
C 2.51145 -1.37076 1.76054 -0.3 -0.3 -0.2
C -0.81332 -2.55810 -5.19889 -0.1 -0.9 0.7
H 0.69312 -7.99877 3.04864 -0.1 0.1 0.1
H -0.01209 -2.03902 -5.79162 -1.1 -0.3 0.5
H -3.77279 0.23939 0.13627 0.8 1.1 -1.3
H -1.48333 4.13400 -3.77793 -0.1 0.0 0.1
H -1.74601 -2.79149 -5.79977 1.2 0.6 0.5
O 1.61141 -7.40407 4.81731 0.1 0.2 0.0
C 2.79741 -4.15153 5.13117 0.1 0.4 0.0
H 2.58764 -2.42530 2.02308 0.2 0.1 0.1
H 0.64812 -9.15148 4.39107 0.2 0.2 0.1
H 1.90582 -3.63063 5.48408 0.0 -0.1 -0.2
C -0.60251 -0.29503 -3.78558 0.3 -1.5 0.2
C -2.82292 5.98661 -2.47985 -0.1 0.0 -0.2
O 0.88277 -5.47806 3.87179 0.1 -0.1 0.1
H -3.78978 2.17401 0.12197 0.6 -1.2 1.5
C 0.57200 -8.09701 4.12861 -0.3 -0.3 -0.2
I -1.06036 0.74705 -5.68342 0.1 -0.3 0.7
C -2.56026 4.20007 -3.93888 0.1 -0.4 -0.2
H 2.63087 -1.27460 0.67999 -0.1 0.1 0.1
C -3.14987 7.84985 -1.13391 0.0 0.2 0.3
H 1.53113 -1.00774 2.07397 0.1 0.1 -0.1
H 3.82706 3.10532 3.09898 0.0 -0.1 -0.2
H -2.09592 7.92717 -0.86192 -0.1 -0.2 0.0
O 2.80947 1.24554 1.49512 0.1 -0.1 0.1
C -1.78696 1.23022 0.32824 -2.1 -0.5 -0.7
H -3.09037 3.49996 -3.29109 0.2 0.1 0.1
O 4.58070 1.17640 2.90658 -0.1 -0.2 -0.1
C 3.56894 0.64461 2.20960 0.2 -0.1 0.1
H 0.20961 0.50087 -0.33549 -1.2 -0.3 -0.6
I -0.49604 -3.05381 -2.21006 -0.3 0.7 -0.3
C 4.72069 2.58727 2.74727 0.1 0.4 0.0
O -2.31006 5.37666 -1.57835 -0.1 0.1 -0.1
H -0.38514 -3.57556 -4.92366 -0.6 1.3 -0.4

(4)
55
Properties=species:S:1:pos:R:3:forces:R:3 method="wB97M-V/def2-TZVPD" fmax_ev_per_a=2.65 spin_multiplicity=1 smiles="C[P@@](=O)(O)N1CCC[C@H]1C(=O)O.CNC(=O)[C@H](CC(C)C)NC(C)=O" lumo_energy_ha=0.01944 gap_ev=9.85 homo_ev=-9.3230 relative_energy_kj_mol=0.0
H 2.19033 1.48338 -6.76702 -0.1 0.0 0.2
H -0.19468 -3.11069 -7.38833 -0.1 0.0 0.0
C 0.75935 -0.97771 -3.88192 -0.5 0.5 0.1
C 0.76409 1.15306 -5.21742 0.4 1.3 -1.3
H 2.84389 0.66658 -5.33304 0.2 -0.2 0.0
H 1.81765 -0.22727 -6.48481 0.2 -0.2 0.0
C 0.84488 -0.39611 -1.34960 0.1 -0.4 0.2
C 0.24791 -1.36476 3.51260 0.8 0.3 -0.3
C 1.98998 0.73286 -6.00371 -0.2 -0.1 0.2
C 0.07891 1.80535 3.77923 -0.2 0.1 0.0
H 0.25223 3.95818 4.05132 -0.2 -0.1 0.0
P 0.04826 -0.63447 5.10703 -2.4 1.0 0.6
H -1.57439 -3.54036 -6.36047 0.0 0.0 -0.1
H 1.17291 -1.00961 3.06057 0.0 -0.1 -0.3
H -0.93623 -0.84083 -5.81539 0.0 -0.1 0.0
H 0.53451 -0.02268 0.74944 0.0 0.0 0.1
C 0.27149 -1.30552 -2.45512 0.3 0.3 0.0
H 0.66353 0.64835 -1.60240 0.0 0.1 -0.1
C -0.52123 3.18437 4.04472 -0.2 0.5 -0.4
C 2.34837 -0.60267 -1.14813 -0.3 0.2 -0.4
H -1.24645 3.42642 3.26146 0.2 0.0 0.1
H 0.53665 -2.33802 -2.21973 0.0 0.0 -0.1
C -2.82690 1.13254 5.21434 0.6 -0.3 -1.8
C -1.42618 1.61401 5.69124 0.0 -0.1 0.5
H 2.56160 -1.65228 -0.94280 0.1 0.0 0.0
H -0.56642 3.52305 6.17887 -0.2 -0.1 0.0
H -0.38853 1.35637 2.89496 0.1 0.0 0.0
H -0.92725 -0.50480 -0.12355 -0.1 -0.1 0.2
H -1.71649 -2.19784 -7.52188 0.1 0.1 0.2
N -0.24637 1.06198 4.99531 -0.2 -2.0 -0.1
C -1.21971 3.10137 5.40856 -0.2 0.5 0.1
O -1.01416 -1.27210 5.89807 -1.1 0.0 0.1
O 1.35060 -0.80753 5.96541 1.6 0.3 -0.3
C -1.04483 -2.71044 -6.83205 0.3 -0.1 0.4
H 0.97718 -0.63584 6.83877 0.4 -0.2 0.6
O -3.01896 0.91822 4.02407 -0.1 0.1 1.5
O 0.21189 2.20979 -5.47226 -0.2 0.3 0.0
N -0.57229 -1.78145 -5.80882 -0.6 0.8 -0.4
H 1.84904 -0.98413 -3.87973 0.0 -0.1 -0.1
N 0.28194 0.36528 -4.25657 0.0 -1.8 1.1
H -4.56131 0.64523 5.67806 -0.1 0.1 0.0
C 0.33367 -2.08467 -4.86959 0.7 -0.8 0.2
H -1.36242 1.41518 6.76641 0.0 -0.1 -0.2
H 2.89043 -0.29132 -2.03947 0.2 -0.1 0.0
H 0.30626 -1.72167 0.27167 0.0 0.0 0.1
H 1.16138 1.86047 3.61693 -0.1 -0.1 0.1
H 0.28788 -2.44816 3.62877 0.0 0.1 0.1
H -0.60729 -1.10073 2.89041 0.0 0.1 0.1
H -2.16250 3.65743 5.41858 0.2 0.0 0.1
O -3.80099 1.01715 6.15019 1.0 0.1 -0.5
C 0.14342 -0.68385 -0.02246 -0.2 0.2 -0.4
H -0.81734 -1.23743 -2.44151 -0.2 0.0 0.0
O 0.84757 -3.19525 -4.78919 -0.2 0.4 0.1
H 2.69576 0.00358 -0.31159 0.1 0.0 0.0
H -0.51063 0.74002 -3.75842 0.0 0.1 0.0